# 1
Formula: C36H102N6O12
Source: the OMol25 dataset
Level of theory: wB97M-V/def2-TZVPD

HOMO energy in eV: -9.0
ΔE to the lowest compared entry with this formula, charge and spin in kJ/mol: 30.8
Max |F| in eV Å⁻¹: 1.55
SMILES: COC[C@H](C)N.COC[C@H](C)N.COC[C@H](C)N.COC[C@H](C)N.COC[C@H](C)N.COC[C@H](C)N.CCO.CCO.CCO.CCO.CCO.CCO
Energy in eV: -72492.8419
LUMO in eV: 0.36
Orbital gap in hartree: 0.3442

Atoms and positions in Å:
C1 -1.132 -4.346 0.500
O1 -1.505 -5.405 -0.338
C2 -2.231 -6.414 0.320
C3 -2.585 -7.531 -0.653
C4 -3.193 -6.967 -1.935
N1 -3.538 -8.499 -0.079
H1 -0.281 -4.516 1.169
H2 -1.989 -4.040 1.116
H3 -0.890 -3.471 -0.104
H4 -1.618 -6.828 1.142
H5 -3.110 -6.020 0.858
H6 -1.661 -8.064 -0.888
H7 -3.454 -7.779 -2.612
H8 -2.509 -6.257 -2.396
H9 -4.129 -6.447 -1.706
H10 -4.331 -7.959 0.269
H11 -3.129 -8.858 0.785
C5 -5.673 1.102 0.101
O2 -5.540 -0.210 -0.381
C6 -4.788 -0.257 -1.569
C7 -4.724 -1.681 -2.077
C8 -3.836 -2.541 -1.191
N2 -4.240 -1.660 -3.478
H12 -6.031 1.780 -0.682
H13 -4.713 1.501 0.466
H14 -6.355 1.083 0.949
H15 -5.181 0.413 -2.349
H16 -3.770 0.144 -1.401
H17 -5.755 -2.044 -2.059
H18 -2.812 -2.162 -1.154
H19 -3.757 -3.580 -1.523
H20 -4.237 -2.564 -0.172
H21 -3.260 -1.411 -3.368
H22 -4.279 -2.615 -3.815
C9 2.672 1.505 3.016
O3 3.301 2.767 3.083
C10 4.289 2.882 4.084
C11 3.688 3.049 5.477
C12 3.106 4.437 5.661
N3 4.779 2.863 6.450
H23 2.013 1.380 3.887
H24 3.403 0.692 3.002
H25 1.996 1.522 2.162
H26 4.989 2.035 4.037
H27 4.871 3.770 3.833
H28 2.903 2.298 5.621
H29 2.757 4.538 6.695
H30 2.266 4.674 5.009
H31 3.847 5.233 5.553
H32 5.012 1.872 6.438
H33 4.488 3.042 7.404
C13 1.318 -2.938 -1.966
O4 1.747 -4.201 -1.509
C14 1.310 -5.236 -2.374
C15 1.748 -6.595 -1.813
C16 1.013 -7.717 -2.517
N4 1.467 -6.685 -0.372
H34 1.679 -2.187 -1.267
H35 0.232 -2.861 -2.081
H36 1.772 -2.718 -2.942
H37 0.222 -5.208 -2.514
H38 1.803 -5.068 -3.344
H39 2.823 -6.664 -1.996
H40 1.371 -7.967 -3.518
H41 -0.053 -7.486 -2.607
H42 1.079 -8.649 -1.951
H43 1.832 -5.819 0.018
H44 0.459 -6.592 -0.275
C17 -1.841 1.985 -2.281
O5 -2.227 3.149 -1.581
C18 -3.493 2.962 -0.931
C19 -4.096 4.332 -0.675
C20 -3.433 5.012 0.536
N5 -5.548 4.179 -0.472
H45 -1.670 1.121 -1.626
H46 -0.881 2.153 -2.774
H47 -2.577 1.704 -3.040
H48 -4.126 2.356 -1.583
H49 -3.305 2.446 0.019
H50 -3.898 4.954 -1.547
H51 -3.711 4.562 1.488
H52 -3.578 6.092 0.492
H53 -2.342 4.912 0.458
H54 -5.713 3.615 0.357
H55 -5.920 5.092 -0.226
C21 0.525 4.561 2.586
O6 0.940 5.224 1.415
C22 0.717 4.454 0.259
C23 0.894 5.300 -0.978
C24 0.005 6.558 -0.997
N6 0.648 4.466 -2.155
H56 0.544 5.273 3.409
H57 1.158 3.693 2.796
H58 -0.526 4.253 2.482
H59 1.396 3.587 0.236
H60 -0.300 4.028 0.303
H61 1.927 5.665 -0.957
H62 -1.040 6.258 -1.109
H63 0.323 7.145 -1.859
H64 0.077 7.154 -0.089
H65 -0.210 3.935 -1.977
H66 0.371 5.043 -2.946
C25 6.414 1.136 0.711
C26 5.481 0.019 0.240
O7 6.178 -1.201 0.050
H67 7.363 0.972 0.191
H68 6.699 0.975 1.753
H69 6.034 2.131 0.497
H70 5.055 0.291 -0.738
H71 4.596 -0.119 0.861
H72 6.737 -1.133 -0.727
C27 4.118 3.224 -2.071
C28 3.550 3.017 -3.470
O8 2.245 2.445 -3.322
H73 4.101 2.263 -1.554
H74 3.469 3.910 -1.529
H75 5.134 3.623 -2.089
H76 4.113 2.330 -4.096
H77 3.440 3.991 -3.956
H78 1.651 3.119 -2.926
C29 -0.704 0.365 -5.121
C30 -0.896 -0.986 -4.463
O9 -1.195 -0.879 -3.078
H79 0.159 0.896 -4.710
H80 -1.569 1.013 -4.954
H81 -0.572 0.315 -6.204
H82 0.017 -1.575 -4.601
H83 -1.735 -1.517 -4.914
H84 -0.429 -0.496 -2.618
C31 1.035 -1.875 3.041
C32 2.166 -2.315 2.139
O10 3.121 -3.048 2.899
H85 1.439 -1.157 3.761
H86 0.604 -2.691 3.620
H87 0.253 -1.358 2.491
H88 2.595 -1.444 1.624
H89 1.804 -2.964 1.327
H90 3.916 -3.126 2.362
C33 -0.125 -0.131 -0.111
C34 1.067 0.587 -0.711
O11 1.084 0.344 -2.124
H91 -0.133 -1.223 -0.103
H92 -1.046 0.126 -0.643
H93 -0.241 0.171 0.933
H94 2.004 0.185 -0.313
H95 0.918 1.654 -0.528
H96 1.681 0.986 -2.547
C35 -1.274 2.159 4.837
C36 -1.376 1.119 3.741
O12 -1.307 -0.180 4.287
H97 -1.314 3.186 4.480
H98 -0.346 2.014 5.394
H99 -2.092 1.960 5.533
H100 -0.564 1.243 3.008
H101 -2.269 1.255 3.119
H102 -2.106 -0.694 4.158

Atoms 1-3, force components in eV/Å:
-0.5 1.0 0.4
0.1 0.0 -0.2
0.4 -0.4 0.9

Here are the Mulliken charges for atoms 1 to 8, given in e: number 1, C, carries -0.86; number 2, O, carries 0.15; number 3, C, carries -0.95; number 4, C, carries 0.67; number 5, C, carries -1.40; number 6, N, carries -0.71; number 7, H, carries 0.34; number 8, H, carries 0.49

# 2
Formula: C37H41LaN5O8PS3
Source: the OMol25 dataset
Level of theory: wB97M-V/def2-TZVPD

HOMO energy in eV: -13.5
Net charge: +2
ΔE to the lowest compared entry with this formula, charge and spin in kJ/mol: 94.7
Max |F| in eV Å⁻¹: 7.06
Energy in eV: -105506.7439
LUMO in eV: -5.07
Orbital gap in hartree: 0.3079

Atoms and positions in Å:
La1 -1.519 0.278 -0.556
O1 -5.150 0.999 -0.952
S1 -4.127 0.801 0.011
O2 -2.987 1.772 -0.065
O3 -3.433 -0.539 -0.100
C1 -4.761 0.803 1.647
C2 -6.099 1.111 1.818
C3 -6.661 0.967 3.076
C4 -5.880 0.496 4.120
C5 -4.533 0.205 3.934
C6 -3.933 0.367 2.688
P1 -2.108 0.193 2.421
C7 -1.820 -1.579 2.003
C8 -2.789 -2.573 1.989
C9 -2.504 -3.811 1.428
C10 -1.250 -4.071 0.896
C11 -0.257 -3.102 0.957
C12 -0.543 -1.849 1.485
C13 -1.551 0.304 4.159
C14 -1.658 1.549 4.782
C15 -1.453 1.661 6.146
C16 -1.122 0.536 6.892
C17 -0.947 -0.688 6.264
C18 -1.161 -0.809 4.897
H1 -6.678 1.443 0.966
H2 -7.704 1.205 3.233
H3 -6.320 0.360 5.099
H4 -3.955 -0.150 4.775
H5 -3.772 -2.383 2.401
H6 -3.272 -4.573 1.399
H7 -1.034 -5.034 0.453
H8 0.747 -3.334 0.628
H9 0.253 -1.112 1.604
H10 -1.921 2.423 4.196
H11 -1.564 2.621 6.632
H12 -0.996 0.614 7.963
H13 -0.662 -1.558 6.840
H14 -1.039 -1.771 4.415
C19 5.269 4.493 0.381
C20 4.925 4.647 -1.098
C21 4.177 3.447 -1.663
N1 2.862 3.319 -1.022
C22 2.072 2.269 -1.001
S2 0.454 2.469 -0.483
N2 2.555 1.067 -1.437
C23 3.740 0.359 -1.145
O4 4.018 -0.556 -1.890
C24 4.529 0.708 0.054
C25 3.939 1.220 1.212
C26 4.705 1.422 2.347
C27 6.059 1.119 2.337
C28 6.651 0.606 1.189
C29 5.889 0.389 0.056
H15 5.796 5.375 0.739
H16 5.914 3.626 0.541
H17 4.373 4.365 0.992
H18 5.840 4.759 -1.680
H19 4.333 5.553 -1.258
H20 4.763 2.548 -1.500
H21 4.023 3.574 -2.738
H22 2.453 4.179 -0.683
H23 1.867 0.453 -1.851
H24 2.876 1.423 1.253
H25 4.242 1.814 3.243
H26 6.653 1.266 3.229
H27 7.706 0.367 1.180
H28 6.333 -0.020 -0.842
C30 1.255 -4.522 -3.159
C31 1.457 -3.185 -2.461
S3 0.087 -2.093 -2.805
O5 0.196 -0.852 -1.979
O6 -1.177 -2.740 -2.594
C32 0.380 -1.566 -4.531
C33 -0.893 -1.324 -5.358
N3 -1.963 -0.776 -4.523
C34 -1.836 0.356 -3.797
N4 -2.747 0.404 -2.830
C35 -3.548 -0.696 -2.988
C36 -3.079 -1.434 -4.025
N5 -3.560 -2.738 -4.401
O7 -2.928 -3.376 -5.229
O8 -4.581 -3.094 -3.865
C37 -0.919 1.496 -4.082
H29 2.085 -5.180 -2.908
H30 1.234 -4.424 -4.245
H31 0.328 -4.998 -2.840
H32 2.347 -2.649 -2.788
H33 1.492 -3.286 -1.378
H34 0.992 -2.344 -4.989
H35 0.996 -0.676 -4.419
H36 -1.250 -2.252 -5.781
H37 -0.674 -0.633 -6.172
H38 -4.417 -0.872 -2.381
H39 -1.261 2.014 -4.981
H40 0.118 1.205 -4.239
H41 -0.986 2.202 -3.256

Atoms 1-3, force components in eV/Å:
6.8 -1.3 -1.3
-0.1 0.1 0.2
-2.1 0.5 0.6

Here are the Mulliken charges for atoms 1 to 8, given in e: number 1, La, carries 1.33; number 2, O, carries -0.63; number 3, S, carries 1.91; number 4, O, carries -0.56; number 5, O, carries -0.49; number 6, C, carries 0.22; number 7, C, carries -0.63; number 8, C, carries -0.72

# 3
Formula: C26H43CoN2O3S4SbSe2
Source: the OMol25 dataset
Level of theory: wB97M-V/def2-TZVPD

HOMO energy (spin up / spin down) in eV: -1.3 / -1.5
Multiplicity: 2
Net charge: -2
ΔE to the lowest compared entry with this formula, charge and spin in kJ/mol: 113.6
Max |F| in eV Å⁻¹: 1.01
Energy in eV: -254982.2482
LUMO (spin up / spin down) in eV: 4.05 / 4.05
Orbital gap (spin up / spin down) in hartree: 0.1976 / 0.2023

Atoms and positions in Å:
Co1 -1.175 -0.426 0.290
S1 0.321 2.298 -0.564
C1 -1.324 2.433 -0.363
N1 -2.218 1.472 -0.201
C2 -3.520 1.942 -0.153
C3 -4.682 1.175 -0.068
C4 -5.919 1.799 -0.063
C5 -6.035 3.183 -0.151
C6 -4.893 3.965 -0.249
C7 -3.655 3.343 -0.253
S2 -2.087 4.069 -0.410
H1 -4.604 0.099 0.023
H2 -6.814 1.192 0.020
H3 -7.012 3.654 -0.144
H4 -4.962 5.044 -0.325
O1 -2.734 -3.420 5.127
C8 -3.425 -2.224 4.783
C9 -2.914 -1.545 3.500
C10 -3.822 -0.333 3.249
O2 -3.953 0.541 4.373
C11 -1.441 -1.156 3.730
Se1 -0.600 0.196 2.552
C12 -3.059 -2.590 2.371
Se2 -3.321 -1.980 0.518
H5 -2.513 -3.871 4.303
H6 -3.304 -1.563 5.647
H7 -4.499 -2.444 4.658
H8 -4.806 -0.693 2.919
H9 -3.398 0.267 2.451
H10 -4.347 0.054 5.100
H11 -0.818 -2.048 3.663
H12 -1.330 -0.743 4.734
H13 -3.931 -3.220 2.571
H14 -2.174 -3.230 2.333
O3 -0.750 -0.405 -1.806
S3 -1.180 -0.989 -3.101
C13 -3.012 -0.936 -3.075
C14 -3.381 0.504 -3.382
C15 -2.535 0.882 -4.594
C16 -1.108 0.468 -4.248
H15 -3.313 -1.275 -2.083
H16 -3.369 -1.636 -3.836
H17 -3.096 1.130 -2.533
H18 -4.450 0.631 -3.559
H19 -2.590 1.952 -4.808
H20 -2.883 0.338 -5.478
H21 -0.597 1.221 -3.645
H22 -0.493 0.211 -5.111
C17 5.857 0.515 -0.459
C18 4.518 1.034 0.052
C19 4.675 1.713 1.411
Sb1 2.750 -0.339 0.220
C20 3.061 -1.500 -1.648
C21 4.194 -2.517 -1.669
C22 3.134 -0.514 -2.810
C23 3.532 -1.680 1.827
C24 2.548 -2.838 1.976
C25 4.971 -2.175 1.754
H23 6.587 1.335 -0.518
H24 5.772 0.076 -1.454
H25 6.274 -0.242 0.208
H26 4.144 1.778 -0.660
H27 5.056 1.007 2.155
H28 3.715 2.092 1.770
H29 5.379 2.553 1.357
H30 2.115 -2.040 -1.729
H31 5.157 -2.066 -1.417
H32 4.284 -2.970 -2.666
H33 3.993 -3.325 -0.963
H34 4.057 0.072 -2.791
H35 2.290 0.182 -2.773
H36 3.093 -1.048 -3.768
H37 3.433 -1.035 2.707
H38 2.475 -3.421 1.053
H39 1.549 -2.463 2.198
H40 2.863 -3.512 2.783
H41 5.145 -2.780 0.864
H42 5.195 -2.801 2.629
H43 5.685 -1.350 1.753
S4 0.212 -4.356 -1.387
C26 0.008 -3.037 -0.474
N2 -0.076 -2.090 0.208

Atoms 1-3, force components in eV/Å:
-0.4 0.1 -0.4
0.3 0.0 0.1
-0.5 0.5 -0.2

Here are the Mulliken charges for atoms 1 to 8, given in e: number 1, Co, carries 1.19; number 2, S, carries -0.37; number 3, C, carries -0.06; number 4, N, carries 0.60; number 5, C, carries -1.38; number 6, C, carries 0.80; number 7, C, carries -1.10; number 8, C, carries -0.47

# 4
Formula: C22H26N3NaO4
Source: the OMol25 dataset
Level of theory: wB97M-V/def2-TZVPD

HOMO energy in eV: -1.2
Net charge: -2
ΔE to the lowest compared entry with this formula, charge and spin in kJ/mol: 73.9
Max |F| in eV Å⁻¹: 0.31
Energy in eV: -40313.3006
LUMO in eV: 4.09
Orbital gap in hartree: 0.1950

Atoms and positions in Å:
Na1 1.019 0.600 0.133
O1 -2.768 -1.206 0.275
C1 -3.376 -0.406 1.028
C2 -4.352 -0.882 1.989
C3 -5.040 -0.053 2.836
C4 -4.857 1.339 2.801
C5 -3.962 1.842 1.876
C6 -3.216 1.040 1.000
C7 -2.360 1.763 0.066
N1 -1.477 1.335 -0.750
C8 -0.877 2.361 -1.591
C9 -0.444 1.771 -2.918
N2 0.624 0.821 -2.693
C10 0.564 -0.299 -3.288
C11 1.568 -1.354 -3.218
C12 1.582 -2.286 -4.258
C13 2.547 -3.275 -4.371
C14 3.542 -3.320 -3.388
C15 3.545 -2.446 -2.325
C16 2.531 -1.439 -2.141
O2 2.491 -0.723 -1.101
H1 -4.499 -1.957 2.017
H2 -5.740 -0.489 3.544
H3 -5.395 1.997 3.474
H4 -3.808 2.917 1.815
H5 -2.564 2.849 0.088
H6 0.011 2.772 -1.088
H7 -1.563 3.208 -1.751
H8 -0.055 2.583 -3.543
H9 -1.300 1.314 -3.438
H10 -0.282 -0.519 -3.961
H11 0.806 -2.205 -5.016
H12 2.533 -3.981 -5.193
H13 4.333 -4.062 -3.456
H14 4.322 -2.495 -1.569
N3 0.409 4.195 2.627
C17 1.199 2.954 2.388
O3 1.093 2.509 1.144
C18 2.495 2.863 3.160
C19 1.299 1.997 3.568
H15 -0.260 4.172 1.864
H16 -0.137 4.092 3.476
H17 2.771 3.682 3.818
H18 3.311 2.358 2.655
H19 0.806 2.242 4.507
H20 1.347 0.939 3.335
C20 2.234 -3.525 0.916
C21 1.227 -2.400 0.943
C22 0.031 -2.561 0.052
O4 1.423 -1.417 1.631
H21 1.749 -4.487 1.105
H22 3.027 -3.339 1.639
H23 2.651 -3.564 -0.097
H24 -0.311 -3.599 0.034
H25 0.357 -2.323 -0.965
H26 -0.802 -1.906 0.316

Atoms 1-3, force components in eV/Å:
0.0 0.0 -0.2
-0.1 0.1 0.1
0.0 0.0 -0.2

Here are the Mulliken charges for atoms 1 to 8, given in e: number 1, Na, carries 0.83; number 2, O, carries -0.89; number 3, C, carries 0.20; number 4, C, carries -0.69; number 5, C, carries -0.26; number 6, C, carries -0.64; number 7, C, carries -0.55; number 8, C, carries 0.87